{"formula": "C55H72GeKN6O4", "method": "ωB97M-V/def2-TZVPD", "symbols": ["K", "C", "N", "C", "C", "C", "N", "C", "C", "C", "C", "C", "C", "C", "O", "C", "C", "C", "N", "C", "C", "C", "C", "C", "C", "C", "O", "H", "H", "H", "H", "H", "H", "H", "H", "H", "H", "H", "H", "H", "H", "H", "H", "H", "H", "H", "H", "H", "H", "H", "H", "H", "C", "C", "C", "C", "C", "C", "C", "N", "C", "C", "C", "C", "C", "C", "C", "N", "C", "C", "C", "C", "H", "H", "H", "H", "H", "H", "H", "H", "H", "H", "H", "H", "H", "H", "H", "H", "H", "H", "H", "H", "H", "H", "H", "H", "C", "C", "C", "C", "Ge", "C", "C", "C", "C", "H", "H", "H", "H", "H", "H", "H", "H", "H", "H", "H", "H", "H", "H", "H", "H", "H", "H", "H", "O", "C", "N", "C", "O", "C", "C", "C", "C", "C", "C", "H", "H", "H", "H"], "coordinates": [[0.3754, -0.2074, 1.2105], [-1.6944, 2.3883, 0.5600], [-2.7590, 1.4156, 0.7103], [-3.4029, 1.4336, 2.0135], [-2.6673, 0.5589, 3.0139], [-2.7617, -0.9496, 2.7305], [-1.7106, -1.4938, 1.8561], [-1.3631, -2.6969, 2.0699], [-0.4681, -3.5694, 1.2311], [-1.0482, -4.8150, 0.9858], [-0.4572, -5.7845, 0.1935], [0.7947, -5.4940, -0.3503], [1.4237, -4.2975, -0.0969], [0.8452, -3.2751, 0.7140], [1.4919, -2.1965, 0.9539], [-3.6507, 1.3680, -0.4318], [-2.9778, 0.7249, -1.6396], [-2.4151, -0.6574, -1.3272], [-1.0309, -0.7565, -1.7811], [-0.5799, -1.9042, -2.0400], [0.7769, -2.0839, -2.6237], [0.8698, -3.0077, -3.6583], [2.0267, -3.1790, -4.4025], [3.1259, -2.3903, -4.0975], [3.0686, -1.4853, -3.0487], [1.9159, -1.3460, -2.2654], [1.8882, -0.4934, -1.2289], [-2.0750, 3.4066, 0.3513], [-1.0274, 2.1025, -0.2506], [-1.0931, 2.4491, 1.4704], [-4.4273, 1.0687, 1.8867], [-3.4855, 2.4629, 2.4024], [-3.0659, 0.7396, 4.0173], [-1.6241, 0.8750, 3.0591], [-3.7221, -1.1487, 2.2383], [-2.7706, -1.5007, 3.6792], [-1.8347, -3.2433, 2.9008], [-2.0138, -5.0184, 1.4411], [-0.9462, -6.7339, 0.0211], [1.2973, -6.2226, -0.9798], [2.3946, -4.0845, -0.5263], [-4.0189, 2.3785, -0.7008], [-4.5263, 0.7788, -0.1447], [-2.1499, 1.3479, -1.9792], [-3.6889, 0.6908, -2.4718], [-3.0307, -1.4601, -1.7558], [-2.4009, -0.7992, -0.2429], [-1.1922, -2.8124, -1.9604], [-0.0066, -3.6052, -3.8849], [2.0656, -3.9054, -5.2031], [4.0408, -2.4756, -4.6715], [3.9297, -0.8698, -2.8248], [0.5074, 7.9336, -1.3986], [0.9785, 7.2511, -0.1179], [2.3472, 7.8252, 0.2652], [-0.0257, 7.5527, 1.0008], [1.0955, 5.7381, -0.2808], [1.5325, 4.9488, 0.7792], [1.6325, 3.5807, 0.6158], [1.3110, 2.9373, -0.5078], [0.8745, 3.6834, -1.5190], [0.7661, 5.0714, -1.4505], [0.4158, 2.9725, -2.7528], [-0.7557, 3.4039, -3.3577], [-1.2798, 2.7009, -4.4388], [-0.5671, 1.5840, -4.8443], [0.6155, 1.2490, -4.1932], [1.1210, 1.9227, -3.1680], [-2.5631, 3.1766, -5.1160], [-3.1556, 2.0966, -6.0194], [-2.2352, 4.4120, -5.9613], [-3.6132, 3.5582, -4.0647], [0.4534, 9.0125, -1.2383], [-0.4860, 7.5965, -1.7007], [1.1918, 7.7577, -2.2303], [2.2724, 8.9074, 0.3960], [3.0908, 7.6262, -0.5085], [2.7175, 7.4014, 1.1984], [-0.1212, 8.6320, 1.1395], [0.2901, 7.1195, 1.9493], [-1.0109, 7.1490, 0.7612], [1.7853, 5.3735, 1.7412], [1.9331, 2.9768, 1.4619], [0.4254, 5.6121, -2.3223], [-1.2760, 4.2571, -2.9428], [-0.9059, 0.9583, -5.6576], [1.1791, 0.3809, -4.5150], [-2.4993, 1.8558, -6.8575], [-4.1019, 2.4476, -6.4356], [-3.3505, 1.1734, -5.4704], [-1.5149, 4.1702, -6.7449], [-1.8068, 5.2045, -5.3456], [-3.1385, 4.8040, -6.4350], [-3.7746, 2.7559, -3.3469], [-4.5636, 3.7731, -4.5589], [-3.3332, 4.4489, -3.5009], [7.0542, -0.2601, -1.1285], [6.8910, -1.6848, -0.6200], [5.8319, -1.8798, 0.4668], [4.3834, -2.0136, -0.0283], [3.4027, -0.3580, -0.1960], [3.2382, 0.4488, 1.5732], [4.3389, 1.5062, 1.7345], [4.2211, 2.2271, 3.0832], [4.4171, 1.2894, 4.2691], [7.8591, -0.1899, -1.8629], [7.2955, 0.4213, -0.3088], [6.1480, 0.1232, -1.5974], [7.8549, -2.0300, -0.2333], [6.6553, -2.3497, -1.4580], [5.9232, -1.0760, 1.2059], [6.0794, -2.7911, 1.0191], [3.7821, -2.5647, 0.6945], [4.3540, -2.5864, -0.9563], [4.1675, 0.6924, -1.0287], [3.3378, -0.3674, 2.2903], [2.2881, 0.9153, 1.8137], [4.3072, 2.2221, 0.9094], [5.3261, 1.0334, 1.6684], [3.2274, 2.6779, 3.1635], [4.9391, 3.0529, 3.1295], [3.5928, 0.5805, 4.3497], [4.4659, 1.8339, 5.2136], [5.3414, 0.7131, 4.1668], [0.6754, 2.8816, 3.8224], [0.5480, 1.7790, 4.3508], [0.6224, 0.5680, 3.7329], [0.4117, -0.4154, 4.6797], [0.4021, -1.6178, 4.4959], [0.1592, 0.2361, 6.0250], [-0.0999, -0.2930, 7.2724], [-0.2809, 0.6106, 8.3185], [-0.1893, 1.9868, 8.1078], [0.0865, 2.5012, 6.8416], [0.2512, 1.5910, 5.8190], [-0.1590, -1.3636, 7.4192], [-0.4936, 0.2462, 9.3164], [-0.3341, 2.6593, 8.9443], [0.1659, 3.5638, 6.6531]], "lowdin_charge": [0.7073, -0.0763, -0.2147, -0.2061, -0.1629, -0.1989, -0.0515, -0.1281, -0.1216, -0.0930, -0.1395, -0.1221, -0.0335, -0.3935, -0.2603, -0.2072, -0.1767, -0.2069, 0.0889, -0.1093, -0.1347, -0.0524, -0.1056, -0.0937, -0.0545, -0.3314, -0.2369, 0.0977, 0.0595, 0.0800, 0.1088, 0.1194, 0.1149, 0.0722, 0.1144, 0.1070, 0.1229, 0.0993, 0.0778, 0.0915, 0.0965, 0.1141, 0.1150, 0.0813, 0.0988, 0.1161, 0.0850, 0.1329, 0.1096, 0.0902, 0.0974, 0.0880, -0.0712, -0.5605, -0.0482, -0.0436, -0.1592, 0.0049, -0.1036, 0.1534, -0.2162, 0.0314, -0.2159, 0.0152, -0.1723, -0.0042, -0.1074, 0.1598, -0.5526, -0.0647, -0.0450, -0.0445, 0.0829, 0.0845, 0.0865, 0.0823, 0.0907, 0.0784, 0.0827, 0.0812, 0.0902, 0.1155, 0.0768, 0.1021, 0.1111, 0.1015, 0.1059, 0.0799, 0.0823, 0.0898, 0.0884, 0.0817, 0.0837, 0.0638, 0.0851, 0.0782, -0.1209, -0.2726, -0.2646, -0.2690, 0.9212, -0.3124, -0.2896, -0.2588, -0.1021, 0.0638, 0.0705, 0.0292, 0.0974, 0.1021, 0.0877, 0.1036, 0.0583, 0.0637, 0.0197, 0.0832, -0.0076, 0.0870, 0.0872, 0.0798, 0.1024, 0.0613, 0.0681, 0.0719, 0.0162, -0.4810, 0.0647, -0.4541, 0.0638, -0.0951, -0.0136, -0.0932, -0.0934, -0.0158, -0.1014, 0.1125, 0.0922, 0.0916, 0.1104], "energy_ev": -148179.8689, "charge": -1, "orbital_gap_ev": 6.198, "e_homo_ev": -4.192, "multiplicity": 1}